(1)
# C4H4NO2

An isolated ion of composition C4H4NO2 and charge -1 at a distorted geometry (ωB97M-V/def2-TZVPD, OMol25).

CARTESIAN COORDINATES (ANGSTROEM)
O -1.01748 -1.96366 0.86798
O -2.16959 -0.51399 -0.41281
N 0.60684 0.87858 2.67886
C 0.60375 0.05868 -1.43315
C 0.59619 0.52347 1.03069
C 0.17638 0.02106 -0.01657
C -1.27105 -0.97677 0.22744
H 0.01844 1.69997 2.46194
H -0.32951 0.16663 -1.98714
H 1.36810 -0.78076 -1.69912
H 1.41792 0.88679 -1.71813

SMILES string: CC(=C=N)C(=O)[O-]
HOMO energy (spin up / spin down) in eV: -4.00 / -4.00
Total energy in hartree: -359.94279
Charge: -1
E_LUMO (spin up / spin down) in eV: 3.75 / 3.75
Energy above the lowest of the compared OMol25 structures with the same formula, charge and spin in kJ/mol: 506.6

Results of the Mulliken charge analysis, in e, for atoms 1 through 8: O -0.61; O -0.62; N -0.48; C -1.08; C -0.15; C 0.36; C 0.62; H 0.17

(2)
# C4H4N4

The molecule C4H4N4 at a distorted geometry (ωB97M-V/def2-TZVPD, OMol25).

CARTESIAN COORDINATES (ANGSTROEM)
N 0.56815 -1.44002 0.56325
N 2.29097 -0.07745 -0.44366
N -1.80108 0.36573 -0.24027
N -0.55670 -1.74571 0.28694
C -1.54783 -0.85044 -0.44644
C 0.95511 -0.05511 -0.13377
C -0.85768 1.22735 0.30450
C 0.42458 1.12691 0.11045
H 1.13566 1.92681 0.36760
H 2.62641 -1.15026 -0.33624
H -2.39358 -1.56463 -0.84009
H -0.84400 2.23682 0.80773

SMILES string: [H]/N=c1/ccncnn1
HOMO energy in eV: -9.16
Total energy in hartree: -373.64036
E_LUMO in eV: -0.93
Energy above the lowest of the compared OMol25 structures with the same formula, charge and spin in kJ/mol: 537.0

Results of the Mulliken charge analysis, in e, for atoms 1 through 8: N -0.10; N -0.61; N -0.41; N -0.21; C 0.03; C 0.20; C -0.01; C -0.10

(3)
# C20H64O12

A 12-piece molecular cluster, C20H64O12 overall at a distorted geometry (ωB97M-V/def2-TZVPD, OMol25).

CARTESIAN COORDINATES (ANGSTROEM)
O 1.92606 4.39563 2.07081
O -3.39026 0.00809 -3.65103
O 3.88378 -2.99709 0.12212
O -3.79853 -0.38349 -0.14656
O 1.12738 -3.87448 -0.18972
O 1.06309 0.34771 -4.41410
O 1.91541 -1.32735 1.99315
O 0.22926 -0.17713 0.44186
O 3.02736 1.07651 3.02449
O -2.75956 2.25118 0.51656
O -1.14947 -2.48491 -0.25486
O 0.33574 2.26682 3.23662
C 2.51807 -3.05943 3.65529
C -5.96702 -0.50592 -1.24945
C 1.00303 1.30313 -5.47010
C -3.35716 2.22200 -2.74298
C 0.66027 -6.10747 0.66124
C 4.43902 -1.65568 -0.16820
C 1.71640 -5.15096 0.12150
C -2.52141 0.99939 -3.16417
C 0.36069 1.10755 -0.15831
C 1.48957 2.69526 -5.00954
C -2.79292 4.56035 1.28062
C -0.80121 1.46341 3.30919
C -1.20908 -2.63165 -1.72256
C 1.57084 5.75926 1.75499
C 5.17578 -1.12211 1.08660
C 3.47254 1.04004 4.35650
C -5.07985 -1.08564 -0.18528
C 1.46426 -2.14419 3.07050
C -3.52996 3.43686 0.63088
C -0.22786 -1.93461 -2.59266
H 1.22538 -0.92065 1.46061
H -1.90656 4.76617 0.71157
H 1.54935 6.39385 2.64018
H -0.50040 1.74368 0.00965
H -3.71232 2.85831 -3.55972
H -5.59829 -1.03381 0.73746
H -0.91985 0.97742 4.24722
H 2.68853 0.74240 5.09892
H 2.38860 6.04398 1.09038
H -1.83535 1.22029 -3.95701
H -5.60940 -0.63275 -2.26911
H 4.54214 -1.28703 1.94816
H -6.08605 0.55680 -1.14451
H -6.91393 -1.04759 -1.17351
H 1.12024 3.98429 2.44345
H 5.02667 -1.72844 -1.03863
H -0.05038 1.27190 -5.85883
H -0.46393 -0.87981 -2.61113
H 6.17044 -1.56362 1.21972
H -0.46789 -2.20039 -3.59485
H 0.37716 1.01042 -1.24400
H -2.93895 -0.40881 -4.40748
H 5.39246 -0.05211 0.93852
H 3.74382 2.02045 4.73747
H 3.18972 -2.64387 4.44256
H 0.61860 5.89628 1.20784
H 0.17674 -5.82019 1.59718
H -0.96288 0.74999 2.46269
H 1.27946 1.57305 0.09076
H 1.91744 -3.33887 -0.26898
H 3.52862 -1.04910 -0.30683
H -3.86333 3.75805 -0.34992
H 2.14770 -5.55749 -0.81399
H -3.04789 -1.01017 -0.21791
H -1.99498 0.51098 -2.36800
H 1.58920 3.33057 -5.86991
H -2.25806 -2.39282 -1.96380
H -4.44059 3.23559 1.23232
H -0.08044 -6.25294 -0.13306
H 4.45760 -3.70088 -0.21017
H 1.13094 1.70656 3.11506
H 1.65959 1.03504 -6.29764
H -0.68168 -0.50742 0.49418
H 2.45923 -5.04870 0.91034
H -1.70430 2.03965 3.12079
H -2.76936 2.95461 -2.14380
H -2.53356 4.34913 2.30033
H -3.44702 5.41777 1.19711
H 4.24711 0.32477 4.42352
H -4.94394 -2.18153 -0.28524
H 0.75051 3.20417 -4.34102
H 1.21264 -6.99782 0.80430
H 2.73035 0.24195 2.62744
H 0.62339 -2.72638 2.62303
H -0.99867 -3.68633 -1.84722
H 0.84043 -2.10800 -2.36963
H -0.35424 -3.00950 -0.00667
H -3.35164 1.51039 0.31006
H 2.16801 -4.00806 4.08003
H 0.32148 0.56575 -3.84022
H 2.45792 2.56987 -4.54338
H -4.21131 1.88626 -2.16389
H 1.01456 -1.52933 3.82188
H 3.10689 -3.41703 2.84194

SMILES string: CCO.CCO.CCO.CCO.CCO.CCO.CCO.CCO.CO.CO.CO.CO
HOMO energy in eV: -9.51
Total energy in hartree: -1703.10372
E_LUMO in eV: 0.58
Energy above the lowest of the compared OMol25 structures with the same formula, charge and spin in kJ/mol: 170.4

Results of the Mulliken charge analysis, in e, for atoms 1 through 8: O -0.37; O -0.52; O -0.45; O -0.47; O -0.22; O -0.47; O 0.13; O -0.35

(4)
# C6H17N2

A 2-piece molecular cluster, C6H17N2 overall at a distorted geometry (ωB97M-V/def2-TZVPD, OMol25).

CARTESIAN COORDINATES (ANGSTROEM)
N -1.63246 0.59336 -1.34373
N -1.86155 1.18564 0.97229
C 1.72234 1.37007 0.31585
C 1.49258 -1.01187 1.10133
C -1.34740 0.25346 0.18014
C -1.94701 -1.10253 0.49364
C 1.42604 -0.05463 -0.00779
C 1.59058 -0.51504 -1.34626
H 0.99389 -1.86934 0.92173
H -2.97178 -1.11001 0.68457
H 2.57777 -0.36145 -1.80082
H 2.87102 1.38740 0.45406
H -2.82217 1.15222 1.38064
H 1.21426 1.75040 1.27090
H -2.50265 1.05769 -1.43718
H 1.53743 2.07972 -0.44477
H -1.73805 -1.73133 -0.44449
H -1.40258 2.04479 1.23009
H -0.77917 0.98223 -1.94496
H -1.51038 -0.34950 -1.85627
H -1.49784 -1.41639 1.36334
H 1.61245 -1.58712 -1.52969
H 0.92053 -0.13279 -2.01328
H 2.51470 -1.36974 1.30218
H 1.10078 -0.68282 1.98601

HOMO energy (spin up / spin down) in eV: -12.03 / -11.03
Total energy in hartree: -347.91220
Charge: +1
E_LUMO (spin up / spin down) in eV: -3.46 / -4.28
Energy above the lowest of the compared OMol25 structures with the same formula, charge and spin in kJ/mol: 469.0

Results of the Mulliken charge analysis, in e, for atoms 1 through 8: N -0.42; N -0.40; C -1.30; C -1.85; C 0.32; C -1.48; C 1.47; C -1.47

(5)
# C4H8N2

The molecule C4H8N2 at a distorted geometry (ωB97M-V/def2-TZVPD, OMol25).

CARTESIAN COORDINATES (ANGSTROEM)
N -0.24412 0.86381 -1.22734
N 0.92249 1.08132 0.76512
C 0.37879 -0.14216 1.30181
C -0.75637 -0.86614 0.56055
C 0.68972 1.44171 -0.45090
C -0.55295 -0.50702 -0.88309
H -1.24785 -1.22801 -1.51536
H 0.28127 0.94765 -2.16327
H -0.63448 -1.82269 0.85862
H 1.12456 2.43733 -0.78812
H 0.44324 -1.19787 -1.01922
H 0.05773 0.04775 2.40582
H -1.76897 -0.28865 0.75600
H 1.30694 -0.76704 1.39936

SMILES string: C1=NCCCN1
HOMO energy in eV: -8.86
Total energy in hartree: -266.63749
E_LUMO in eV: 0.82
Energy above the lowest of the compared OMol25 structures with the same formula, charge and spin in kJ/mol: 221.9

Results of the Mulliken charge analysis, in e, for atoms 1 through 8: N -0.33; N -0.53; C -0.52; C -0.52; C 0.02; C -0.48; H 0.31; H 0.32

(6)
# C2H5N3O

The molecule C2H5N3O at a distorted geometry (ωB97M-V/def2-TZVPD, OMol25).

CARTESIAN COORDINATES (ANGSTROEM)
O -0.18854 -1.19582 -0.48518
N 0.06969 0.83531 0.22669
N 2.19336 -0.23199 0.67918
N -2.08243 -0.28278 0.31723
C -0.75688 -0.22299 0.01286
C 1.37736 0.22206 -0.16669
H 3.09693 -0.40681 0.24234
H -2.68083 0.51759 0.41800
H 1.52355 0.30133 -1.24770
H -0.12048 1.60880 0.86528
H -2.49490 -1.13399 -0.03840

SMILES string: [H]/N=C/NC(N)=O
HOMO energy in eV: -9.75
Total energy in hartree: -318.70457
E_LUMO in eV: 0.80
Energy above the lowest of the compared OMol25 structures with the same formula, charge and spin in kJ/mol: 120.5

Results of the Mulliken charge analysis, in e, for atoms 1 through 8: O -0.58; N -0.30; N -0.64; N -0.42; C 0.46; C 0.19; H 0.27; H 0.21